{
  "formula": "CH2F2N2O",
  "method": "wB97M-V/def2-TZVPD",
  "energy_ha": -423.66864,
  "smiles": "NN1OC1(F)F",
  "spin_multiplicity": 1,
  "charge": 0,
  "elements": ["C", "N", "N", "O", "F", "F", "H", "H"],
  "coordinates": [[0.8254, 0.3070, 0.6075], [0.0417, -0.6913, 0.0039], [-0.7643, -0.4646, -1.0350], [-0.4936, 0.0634, 1.2375], [1.8521, -0.2381, 1.1839], [1.1876, 1.5655, 0.1850], [-1.0855, 0.5206, -1.0584], [-1.5634, -1.0626, -1.1244]],
  "forces_ev_per_angstrom": [[-2.94, 0.06, 0.54], [-0.58, -0.70, -0.19], [0.15, 2.49, -1.36], [3.42, 1.31, -0.29], [0.92, 0.27, 0.76], [-1.30, -2.05, 0.25], [0.21, -0.69, -0.18], [0.11, -0.71, 0.46]]
}

---

{
  "formula": "CH2F2N2O",
  "method": "wB97M-V/def2-TZVPD",
  "energy_ha": -423.52744,
  "s_squared": 2.01,
  "spin_multiplicity": 3,
  "charge": 0,
  "elements": ["C", "N", "N", "O", "F", "F", "H", "H"],
  "coordinates": [[-2.8606, 0.2847, 0.4706], [-0.7653, -1.2531, -0.2281], [0.1438, -0.3079, -0.2876], [-0.2711, -2.3954, -0.2223], [-3.9753, -0.4108, 0.3597], [-2.8412, 1.0519, -0.6045], [-0.0689, 0.7425, -0.5163], [1.1529, -0.6659, -0.1528]],
  "forces_ev_per_angstrom": [[-0.81, 0.02, -0.21], [-1.09, -0.90, -0.16], [3.81, 3.94, -0.26], [-0.50, -1.02, 0.03], [0.79, 0.48, -0.06], [-0.07, -0.44, 0.35], [0.29, -3.40, 0.69], [-2.42, 1.32, -0.39]]
}

---

{
  "formula": "CH2F2O2PS",
  "method": "wB97M-V/def2-TZVPD",
  "energy_ha": -1128.98444,
  "spin_multiplicity": 1,
  "charge": -1,
  "elements": ["C", "O", "O", "F", "F", "P", "S", "H", "H"],
  "coordinates": [[1.4085, -0.7829, -0.8532], [-2.2000, -0.0841, 1.4614], [-2.5916, 1.6775, -0.1434], [0.4655, -1.4628, -1.6517], [2.0942, 0.0480, -1.7150], [0.5858, 0.2963, 0.4275], [-1.8775, 0.4084, 0.1067], [1.7057, 0.5964, 0.9518], [0.4094, -0.6967, 1.4160]],
  "forces_ev_per_angstrom": [[0.36, -1.15, 1.09], [0.24, -0.24, -0.86], [0.94, -0.70, -0.39], [-0.07, 0.51, -0.08], [0.05, 0.61, -0.83], [-2.71, -1.86, -1.80], [-2.14, 1.04, 1.47], [3.75, 1.79, 1.65], [-0.42, 0.00, -0.25]]
}

---

{
  "formula": "CH2F3N",
  "method": "wB97M-V/def2-TZVPD",
  "energy_ha": -393.63748,
  "smiles": "N=C(F)F.F",
  "spin_multiplicity": 1,
  "charge": 0,
  "elements": ["C", "N", "F", "F", "F", "H", "H"],
  "coordinates": [[-0.2698, 0.9054, -0.2265], [-1.0220, 0.4055, 0.5692], [0.6273, 1.9160, -0.1699], [0.5271, -2.3590, -0.1268], [-0.0491, 0.3275, -1.4248], [-1.1866, 0.7300, 1.5406], [1.3731, -1.9253, -0.1618]],
  "forces_ev_per_angstrom": [[2.42, 0.07, -1.91], [-1.66, -0.28, 2.27], [-0.96, -0.39, 0.41], [1.37, 0.64, -0.01], [-0.36, 0.59, 0.57], [0.51, 0.08, -1.33], [-1.33, -0.70, 0.01]]
}

---

{
  "formula": "CH2F3N",
  "method": "wB97M-V/def2-TZVPD",
  "energy_ha": -393.49786,
  "smiles": "FCN(F)F",
  "spin_multiplicity": 1,
  "charge": 0,
  "elements": ["C", "N", "F", "F", "F", "H", "H"],
  "coordinates": [[0.0311, 0.0563, -0.4629], [0.7813, -1.2111, -0.8875], [-0.9835, 0.3477, -1.2961], [1.6254, -0.7218, -1.8630], [0.0877, -2.1723, -1.6275], [0.6430, 0.9223, -0.4209], [-0.4078, -0.1981, 0.5373]],
  "forces_ev_per_angstrom": [[-2.01, -2.70, 0.70], [0.97, 0.85, 0.45], [-0.65, 0.13, -0.72], [0.56, 0.14, -0.46], [-0.72, 1.26, 0.80], [1.36, 0.14, 0.03], [0.49, 0.17, -0.80]]
}

---

{
  "formula": "CH2F3NO2S",
  "method": "wB97M-V/def2-TZVPD",
  "energy_ha": -942.31238,
  "smiles": "NS(=O)(=O)C(F)(F)F",
  "spin_multiplicity": 1,
  "charge": 0,
  "elements": ["C", "H", "H", "N", "O", "O", "F", "F", "F", "S"],
  "coordinates": [[0.7255, 0.9740, 0.0970], [-0.0551, -2.0074, 0.6851], [0.0921, -1.7413, -1.0007], [-0.3573, -1.4951, -0.1594], [-1.4293, 0.5198, -1.2324], [-1.4465, 0.0998, 1.3380], [0.4099, 2.2719, 0.1370], [1.4659, 0.5996, 1.1511], [1.4250, 0.7249, -1.0282], [-0.8302, 0.0537, 0.0126]],
  "forces_ev_per_angstrom": [[0.43, 0.40, -0.31], [-0.38, 0.71, -0.73], [0.48, -0.26, -1.07], [-0.25, 0.11, 1.39], [0.82, -0.81, 2.09], [0.89, 0.41, -2.25], [0.59, -0.45, 0.30], [-0.38, 0.47, -0.49], [-0.11, 0.17, 0.55], [-2.08, -0.76, 0.51]]
}